Entry 1:
{
  "formula": "C36H60AuN5O2SSi4",
  "method": "ωB97M-V with the def2-TZVPD basis set",
  "total_charge": 2,
  "orbital_gap_ev": 6.65,
  "total_energy_ev": -95879.080,
  "lumo_energy_ev": -6.54,
  "elements": ["Au", "S", "C", "N", "C", "C", "C", "C", "C", "C", "H", "H", "H", "H", "H", "C", "Si", "C", "C", "Si", "Si", "C", "C", "C", "Si", "C", "C", "C", "H", "H", "H", "H", "H", "H", "H", "H", "H", "H", "H", "H", "H", "H", "H", "H", "H", "H", "H", "H", "H", "H", "H", "H", "H", "H", "H", "C", "C", "O", "C", "C", "H", "H", "H", "H", "H", "H", "H", "H", "H", "H", "C", "N", "N", "C", "O", "C", "C", "C", "C", "C", "C", "C", "C", "C", "H", "H", "H", "H", "H", "H", "H", "H", "H", "H", "H", "H", "N", "C", "C", "C", "C", "C", "N", "H", "H", "H", "H", "H", "H"],
  "xyz": [[-0.0771, 0.3106, 0.5281], [2.2192, -3.7195, 3.0027], [1.6776, -2.2574, 2.2643], [0.8459, -2.3571, 1.2868], [0.5933, -3.6917, 1.0188], [-0.2255, -4.1660, -0.0072], [-0.3813, -5.5274, -0.1509], [0.2644, -6.4248, 0.7104], [1.0852, -5.9750, 1.7231], [1.2466, -4.5977, 1.8667], [2.0352, -1.3011, 2.6157], [-0.7114, -3.4683, -0.6748], [-1.0059, -5.9169, -0.9433], [0.1230, -7.4876, 0.5722], [1.5907, -6.6697, 2.3786], [-0.4163, 4.5894, 0.8310], [-1.1854, 3.7599, 2.3334], [-0.7866, 4.8039, 3.8463], [-3.0618, 3.6562, 2.2083], [-0.3072, 1.5039, 2.5433], [1.2218, 1.4884, 4.4335], [0.4245, 2.3245, 5.9298], [1.7269, -0.2511, 4.9686], [2.7408, 2.4783, 3.9343], [-2.1533, -0.2524, 2.6466], [-2.2808, 0.5620, 4.3576], [-3.6669, 0.0288, 1.5879], [-1.7025, -2.0638, 2.6799], [-0.8878, 5.5660, 0.7111], [-0.5478, 4.0285, -0.0953], [0.6436, 4.7834, 0.9946], [-1.1893, 5.7988, 3.6421], [0.2823, 4.9193, 4.0219], [-1.2544, 4.4480, 4.7618], [-3.4217, 4.6844, 2.1094], [-3.5092, 3.2535, 3.1170], [-3.4323, 3.0916, 1.3581], [-0.6023, 2.0542, 6.1565], [0.4879, 3.4103, 5.8738], [1.0341, 2.0088, 6.7801], [0.9249, -0.9871, 4.9489], [2.0656, -0.1733, 6.0045], [2.5692, -0.6416, 4.4025], [2.4958, 3.4313, 3.4701], [3.3915, 1.9275, 3.2563], [3.2999, 2.6935, 4.8467], [-2.3099, 1.6519, 4.3851], [-1.5133, 0.2073, 5.0414], [-3.2547, 0.2171, 4.7195], [-4.0659, 1.0398, 1.6440], [-4.4466, -0.6557, 1.9346], [-3.4406, -0.2341, 0.5592], [-0.8064, -2.3009, 3.2501], [-1.5794, -2.4191, 1.6571], [-2.5408, -2.5995, 3.1323], [1.1643, 3.4048, -2.9152], [0.4807, 2.0544, -2.8364], [-0.6347, 2.0618, -1.9363], [-1.8673, 2.1216, -2.6519], [-2.9852, 2.4024, -1.6778], [0.4885, 4.1621, -3.3109], [2.0312, 3.3514, -3.5729], [1.5058, 3.7361, -1.9360], [1.1730, 1.2762, -2.5039], [0.1296, 1.7630, -3.8313], [-2.0144, 1.1762, -3.1886], [-1.8079, 2.9241, -3.3961], [-2.9856, 1.6724, -0.8653], [-3.9517, 2.3500, -2.1797], [-2.8839, 3.4067, -1.2657], [-3.6829, -3.2946, -4.0653], [-2.7387, -2.4094, -3.4111], [-2.8465, -2.0484, -2.0865], [-1.7102, -1.3982, -1.7002], [-1.6196, -0.9415, -0.5233], [-0.8577, -1.3830, -2.8260], [-1.5270, -2.0227, -3.8491], [-1.0850, -2.3076, -5.2380], [-4.0476, -2.1697, -1.3379], [-4.0561, -2.9521, -0.1936], [-5.2269, -3.0527, 0.5418], [-6.3711, -2.3873, 0.1268], [-6.3489, -1.6036, -1.0195], [-5.1796, -1.4833, -1.7539], [-4.3914, -3.6604, -3.3263], [-3.1505, -4.1448, -4.4900], [-4.2266, -2.7644, -4.8467], [0.1148, -0.9324, -2.8802], [-0.0886, -1.9043, -5.3970], [-1.7609, -1.8565, -5.9654], [-1.0535, -3.3809, -5.4306], [-3.1629, -3.4819, 0.1083], [-5.2509, -3.6711, 1.4278], [-7.2864, -2.4848, 0.6937], [-7.2401, -1.0843, -1.3413], [-5.1423, -0.8613, -2.6392], [2.3748, 2.4506, 0.5838], [2.7938, 1.3351, -0.0643], [4.1163, 1.2156, -0.5237], [4.4931, 0.0841, -1.1967], [3.5594, -0.9329, -1.4172], [2.2964, -0.7699, -0.9171], [1.9165, 0.3381, -0.2341], [2.9694, 3.2623, 0.5392], [1.3870, 2.6465, 0.5447], [4.8094, 2.0257, -0.3527], [5.5053, -0.0150, -1.5618], [3.8171, -1.8367, -1.9467], [1.5442, -1.5359, -1.0204]],
  "forces_ev_per_angstrom": [[-0.657, -0.061, 1.284], [-0.084, 0.029, -0.057], [0.147, 0.089, -0.010], [0.369, 0.038, -0.261], [0.021, -0.220, -0.013], [-0.025, -0.095, 0.014], [-0.015, 0.004, -0.007], [0.015, -0.010, 0.015], [-0.018, 0.022, -0.023], [-0.030, 0.051, -0.032], [0.003, -0.023, -0.011], [-0.003, 0.035, -0.020], [-0.017, -0.008, -0.016], [0.004, -0.015, 0.009], [0.011, -0.019, 0.016], [-0.085, -0.212, 0.141], [-0.193, 0.003, 0.082], [0.007, -0.151, -0.255], [0.262, 0.165, 0.001], [0.495, 0.555, 0.228], [-0.103, -0.192, 0.161], [0.229, -0.026, -0.242], [0.015, 0.295, 0.069], [-0.180, -0.160, 0.012], [-0.062, -0.420, -1.047], [0.309, -0.025, -0.282], [0.106, 0.101, 0.427], [-0.249, 0.292, 0.286], [-0.075, 0.042, -0.032], [0.003, -0.043, -0.044], [0.111, -0.001, -0.007], [-0.018, 0.057, -0.002], [0.055, -0.017, 0.006], [-0.038, -0.067, 0.023], [-0.041, -0.002, -0.015], [-0.006, -0.039, 0.042], [0.046, -0.041, -0.134], [-0.092, -0.073, -0.043], [0.001, -0.022, -0.036], [0.005, 0.022, 0.057], [-0.096, -0.033, -0.038], [-0.007, -0.007, 0.037], [0.057, 0.029, -0.033], [-0.063, 0.092, -0.025], [-0.008, -0.031, -0.018], [0.053, -0.010, 0.051], [-0.020, 0.057, 0.011], [-0.005, -0.055, 0.060], [-0.068, -0.016, -0.038], [0.047, 0.020, 0.012], [0.003, -0.006, 0.053], [0.025, 0.028, -0.051], [-0.030, 0.052, 0.019], [-0.066, 0.105, 0.086], [-0.097, -0.012, 0.043], [-0.063, -0.033, 0.011], [-0.047, -0.041, -0.046], [0.279, -0.066, -0.170], [-0.056, 0.167, 0.118], [-0.053, -0.034, -0.027], [-0.029, 0.027, 0.001], [0.024, -0.012, -0.051], [0.003, -0.008, 0.108], [0.017, 0.088, 0.043], [0.053, -0.058, 0.004], [-0.056, 0.002, 0.046], [-0.049, -0.036, -0.013], [0.042, -0.012, 0.011], [-0.005, -0.008, -0.031], [0.019, -0.019, 0.086], [-0.086, -0.090, -0.005], [0.238, 0.172, -0.040], [0.119, -0.185, -0.076], [-0.067, 0.179, 0.027], [0.241, -0.030, -0.154], [-0.089, -0.074, -0.040], [-0.065, -0.002, 0.098], [0.026, -0.006, -0.054], [-0.133, 0.019, 0.027], [-0.060, -0.063, -0.070], [0.017, -0.043, -0.031], [-0.041, 0.026, -0.017], [0.004, -0.003, 0.018], [-0.027, 0.016, 0.085], [0.018, 0.007, -0.046], [-0.046, 0.024, -0.025], [0.002, -0.048, 0.005], [0.083, 0.052, -0.027], [0.003, 0.000, -0.008], [-0.008, -0.011, -0.002], [0.000, -0.005, 0.000], [0.054, -0.017, -0.014], [-0.004, -0.026, 0.046], [-0.024, 0.005, 0.015], [-0.036, 0.015, -0.002], [0.009, -0.003, -0.028], [-0.139, 0.275, 0.245], [0.087, -0.231, -0.196], [-0.077, 0.001, 0.019], [-0.020, -0.015, -0.010], [-0.088, -0.021, 0.051], [0.150, 0.096, 0.070], [-0.016, -0.108, -0.261], [0.013, -0.007, 0.009], [-0.098, 0.096, -0.123], [0.035, 0.050, 0.005], [0.044, 0.002, -0.014], [0.011, -0.024, -0.022], [-0.059, -0.054, 0.000]]
}



Entry 2:
{
  "formula": "C42H34BrN8O3PdS",
  "method": "ωB97M-V with the def2-TZVPD basis set",
  "total_charge": 1,
  "orbital_gap_ev": [6.35, 5.18],
  "multiplicity": 5,
  "total_energy_ev": -146519.490,
  "s_squared": 6.11,
  "lumo_energy_ev": [-3.29, -4.64],
  "elements": ["Pd", "C", "C", "C", "C", "C", "C", "C", "C", "N", "C", "O", "C", "C", "C", "C", "C", "N", "C", "O", "N", "C", "C", "C", "C", "C", "C", "C", "C", "H", "H", "H", "H", "H", "H", "H", "H", "H", "H", "H", "H", "H", "H", "H", "H", "H", "H", "H", "H", "H", "Br", "C", "C", "C", "C", "C", "C", "N", "N", "C", "C", "C", "C", "O", "C", "N", "C", "C", "C", "C", "H", "H", "H", "H", "H", "H", "H", "H", "H", "S", "C", "N", "C", "C", "C", "N", "H", "H", "H", "H"],
  "xyz": [[-0.5789, -1.0876, -1.1115], [-2.3003, -5.7743, 0.0302], [-3.3630, -4.7576, -0.2698], [-4.6295, -5.1982, -0.5715], [-5.6287, -4.3200, -0.9879], [-5.3467, -2.9715, -1.1734], [-4.0962, -2.4617, -0.9051], [-3.8649, -0.9982, -1.1281], [-3.0860, -3.3394, -0.3591], [-1.9055, -2.8124, -0.0275], [-1.0956, -3.3579, 0.9621], [-1.5114, -3.7949, 2.0127], [0.3847, -3.2671, 0.7033], [1.2961, -4.1344, 1.2742], [2.6419, -3.9651, 0.9566], [3.0330, -2.9477, 0.1003], [2.0584, -2.1108, -0.4254], [0.7888, -2.2945, -0.1038], [2.3802, -0.9590, -1.3591], [3.5630, -0.7798, -1.6515], [1.3140, -0.2549, -1.7497], [1.4848, 1.0383, -2.2931], [0.9316, 1.3639, -3.5360], [0.2041, 0.3291, -4.3463], [1.0601, 2.6582, -4.0214], [1.7185, 3.6334, -3.2905], [2.2399, 3.3153, -2.0488], [2.1247, 2.0312, -1.5271], [2.6511, 1.7421, -0.1491], [-2.6151, -6.7470, -0.3426], [-2.1114, -5.8607, 1.0989], [-1.3574, -5.5166, -0.4589], [-4.8444, -6.2571, -0.5079], [-6.6185, -4.6985, -1.2054], [-6.1177, -2.3077, -1.5429], [-4.3796, -0.6726, -2.0310], [-2.8118, -0.7438, -1.2298], [-4.2497, -0.4121, -0.2904], [0.9541, -4.9084, 1.9461], [3.3823, -4.6285, 1.3837], [4.0652, -2.7728, -0.1675], [0.8547, -0.5194, -4.5672], [-0.1458, 0.7515, -5.2876], [-0.6644, -0.0653, -3.8122], [0.6388, 2.9023, -4.9894], [1.8190, 4.6363, -3.6845], [2.7412, 4.0770, -1.4628], [2.7416, 2.6629, 0.4278], [3.6314, 1.2656, -0.1962], [1.9889, 1.0577, 0.3893], [3.4754, 8.6459, 7.0388], [2.2558, 7.6280, 6.0336], [1.2830, 8.2772, 5.2781], [0.3908, 7.5260, 4.5466], [0.4611, 6.1213, 4.5566], [1.4558, 5.4855, 5.3263], [2.3443, 6.2380, 6.0607], [-0.4418, 5.4614, 3.7747], [-0.4484, 4.1666, 3.8601], [-0.5846, 3.4367, 2.7913], [-0.5619, 3.9851, 1.4475], [-0.6541, 3.1966, 0.3680], [-0.7849, 1.7485, 0.4929], [-0.8637, 1.0605, -0.5206], [-0.8066, 1.1551, 1.8542], [-0.9176, -0.1772, 1.9285], [-0.9883, -0.7201, 3.1321], [-0.9459, 0.0306, 4.3114], [-0.8127, 1.3955, 4.2308], [-0.7383, 1.9888, 2.9677], [1.2331, 9.3564, 5.2728], [-0.3790, 7.9960, 3.9497], [1.5109, 4.4062, 5.3395], [3.1087, 5.7599, 6.6568], [-0.4624, 5.0580, 1.3538], [-0.6247, 3.5860, -0.6413], [-1.0858, -1.7979, 3.1757], [-1.0145, -0.4691, 5.2676], [-0.7672, 2.0163, 5.1151], [-0.9183, -2.8667, -2.8983], [0.5156, -3.1562, -3.7458], [0.4312, -3.7655, -4.9675], [1.5105, -4.0072, -5.7420], [2.7415, -3.6388, -5.3017], [2.7929, -3.0440, -4.0277], [1.7312, -2.8292, -3.2851], [-0.4951, -4.0078, -5.2945], [1.3250, -4.4843, -6.6936], [3.6252, -3.8045, -5.8965], [3.7344, -2.7249, -3.5895]],
  "forces_ev_per_angstrom": [[0.325, -0.150, -0.430], [0.025, 0.024, -0.002], [-0.032, 0.013, -0.004], [-0.012, 0.005, 0.015], [0.002, -0.005, 0.004], [0.011, -0.031, -0.029], [0.044, -0.027, 0.005], [0.019, 0.010, 0.086], [0.040, -0.045, -0.044], [-0.137, 0.162, 0.216], [0.043, 0.044, -0.024], [-0.027, -0.051, -0.022], [0.001, 0.027, 0.049], [0.013, 0.033, 0.022], [-0.013, 0.034, -0.011], [-0.016, -0.025, 0.069], [0.028, -0.054, 0.011], [-0.055, -0.090, -0.070], [0.157, 0.085, -0.076], [-0.082, -0.033, 0.013], [-0.050, 0.053, 0.083], [0.132, 0.104, 0.193], [-0.008, -0.075, -0.050], [-0.002, 0.005, 0.026], [-0.009, 0.048, -0.009], [-0.014, 0.020, -0.041], [-0.007, -0.054, 0.050], [-0.080, -0.026, -0.004], [0.000, -0.005, -0.039], [0.007, 0.001, -0.016], [-0.015, -0.013, 0.001], [0.004, 0.009, 0.017], [-0.006, -0.002, -0.001], [-0.005, 0.001, -0.004], [-0.005, 0.003, -0.001], [-0.023, 0.007, 0.017], [-0.095, 0.044, -0.025], [0.034, -0.009, 0.016], [-0.003, -0.006, 0.001], [0.000, -0.005, 0.002], [0.001, 0.008, -0.015], [0.004, -0.023, 0.002], [0.015, 0.006, -0.005], [0.010, 0.002, -0.015], [-0.003, -0.008, -0.004], [-0.004, 0.001, -0.003], [0.004, -0.003, 0.011], [0.003, 0.006, -0.012], [0.006, -0.026, 0.002], [0.006, 0.000, 0.018], [0.014, 0.012, 0.008], [-0.029, 0.013, -0.024], [0.027, -0.020, 0.024], [-0.043, -0.035, -0.043], [0.036, 0.051, 0.321], [-0.007, 0.006, -0.014], [-0.003, -0.010, -0.001], [-0.102, 0.016, -0.394], [0.363, -0.015, 0.233], [-0.320, -0.066, -0.232], [0.045, -0.045, 0.165], [-0.053, -0.084, -0.023], [0.179, 0.090, 0.019], [-0.335, -0.027, 0.011], [-0.005, -0.004, -0.077], [-0.027, -0.013, -0.003], [0.034, 0.046, 0.011], [0.004, 0.000, -0.018], [-0.004, -0.032, 0.042], [0.041, 0.136, 0.012], [-0.003, 0.002, 0.001], [-0.001, 0.013, 0.003], [0.004, -0.004, -0.005], [0.001, 0.003, 0.002], [0.011, 0.004, -0.007], [0.000, -0.001, -0.008], [-0.007, -0.001, 0.019], [0.001, -0.001, 0.005], [0.002, -0.008, 0.001], [-0.062, -0.055, -0.009], [0.065, 0.075, 0.020], [-0.023, 0.035, -0.032], [-0.014, -0.014, -0.044], [0.036, 0.010, -0.001], [-0.039, 0.032, 0.043], [-0.016, -0.105, 0.043], [0.004, 0.009, -0.005], [-0.016, -0.009, 0.008], [0.004, 0.003, 0.004], [0.007, 0.005, -0.023]]
}



Entry 3:
{
  "formula": "C4H12IN2",
  "method": "ωB97M-V with the def2-TZVPD basis set",
  "total_charge": 1,
  "orbital_gap_ev": 10.43,
  "total_energy_ev": -15415.943,
  "lumo_energy_ev": -3.03,
  "smiles": "C[C@H](N)[N@H+](C)CI",
  "elements": ["C", "C", "N", "N", "C", "C", "I", "H", "H", "H", "H", "H", "H", "H", "H", "H", "H", "H", "H"],
  "xyz": [[0.8042, 1.8644, -0.1855], [-0.3346, 0.8442, 0.0854], [-0.7609, 0.8978, 1.4056], [0.2048, -0.6586, -0.1076], [0.3990, -0.9600, -1.5266], [-0.6139, -1.6797, 0.6259], [0.1890, -3.5721, 0.6761], [1.6585, 1.8139, 0.5731], [1.0987, 2.0506, -1.2781], [0.3935, 2.8858, 0.0667], [-1.0280, 0.9692, -0.6850], [-1.7221, 0.8859, 1.6981], [-0.4454, 1.7413, 1.8744], [1.1594, -0.8270, 0.2598], [-0.5176, -0.8209, -2.0107], [1.1743, -0.2830, -2.0171], [0.5506, -2.0301, -1.6023], [-0.5645, -1.4385, 1.6962], [-1.6448, -1.6831, 0.4514]],
  "forces_ev_per_angstrom": [[0.323, 1.627, 0.277], [2.559, -0.275, 0.704], [-0.006, 1.584, 1.805], [0.606, -0.137, -0.042], [0.886, 0.238, -0.913], [1.067, 0.947, 2.072], [0.448, -1.161, -0.370], [-0.854, -0.475, -1.401], [-0.103, -0.978, 1.658], [-0.047, -1.042, -0.195], [-1.533, -0.272, -1.094], [-0.625, -0.617, -0.846], [0.554, -0.231, -0.071], [-0.529, 0.884, 0.477], [-1.476, 0.532, -0.871], [-0.865, -1.219, 0.918], [0.835, 0.005, -0.291], [0.164, 0.451, -0.549], [-1.404, 0.140, -1.270]]
}